1.
Computed, not measured: a 7-piece molecular cluster, C39H97N7O overall in a non-equilibrium geometry, with the ωB97M-V functional and the def2-TZVPD basis.

```
! wB97M-V def2-TZVPD RIJCOSX def2/J DEFGRID3
* xyz 0 1
O -0.15 0.16 0.98
N 7.69 -0.17 -0.32
N -7.92 -2.05 -5.24
N -0.61 -5.89 4.95
N -2.74 8.37 0.38
N 2.79 -4.82 -9.66
N -0.45 4.09 9.63
N 2.11 0.26 1.25
C 8.38 0.69 0.65
C 1.01 3.39 11.58
C -1.53 7.57 0.62
C -1.16 -4.58 5.43
C 2.34 -6.59 -11.31
C -4.51 6.62 0.95
C 8.19 2.21 0.38
C -1.65 3.89 10.43
C -1.85 -5.94 2.81
C 1.16 -0.76 -0.75
C 0.71 4.36 10.44
C 7.92 0.14 -1.75
C 2.11 -5.15 -10.93
C -6.41 -4.00 -4.77
C -0.23 -4.06 6.53
C -9.34 -1.72 -5.13
C 1.01 -0.06 0.57
C 0.90 -3.40 -8.81
C -7.78 -3.33 -4.48
C 4.24 -4.88 -9.89
C 9.38 -0.06 -2.27
C 5.04 -4.70 -8.64
C -7.02 -0.96 -4.95
C 1.27 -7.22 3.91
C -0.96 6.42 8.86
C -0.28 8.37 1.19
C 0.77 -5.86 4.46
C -10.25 -2.59 -5.96
C -3.67 10.52 -0.44
C 2.39 -3.49 -9.17
C -0.64 4.96 8.47
C -1.58 -6.64 4.17
C 2.14 0.89 2.57
C -6.89 -0.60 -3.46
C 7.09 -2.66 -0.58
C -2.55 9.45 -0.63
C -3.89 7.52 -0.17
C 7.99 -1.58 0.08
C -2.89 3.43 9.63
H -7.44 -0.11 -5.48
H 9.45 0.50 0.63
H 9.36 -0.13 -3.36
H -2.32 -4.96 2.96
H 0.50 7.70 1.54
H -1.35 7.08 -0.34
H -3.24 4.23 8.97
H 2.65 0.23 3.28
H 8.44 2.87 1.21
H 1.97 3.70 11.99
H -0.72 7.07 8.02
H -0.56 -3.12 6.97
H -1.59 3.11 11.19
H 4.54 -5.76 -10.44
H -7.81 -0.62 -2.88
H 6.05 -2.45 -0.35
H 0.96 -5.06 3.74
H -4.80 7.21 1.82
H 1.04 -4.97 -10.84
H -2.78 2.50 9.06
H 3.00 0.07 0.80
H 0.72 5.39 10.78
H 2.41 -7.25 -10.45
H 0.84 -7.50 2.94
H 4.90 -3.78 -8.08
H -2.51 -6.48 2.13
H -8.59 -4.05 -4.65
H 2.94 -3.22 -8.27
H 1.13 -1.82 -0.48
H 9.72 -1.04 -1.95
H -1.98 4.82 10.90
H -1.45 4.65 7.81
H 4.88 -5.51 -7.93
H -2.02 6.56 9.06
H -4.52 10.30 -1.08
H -1.62 9.96 -0.37
H -6.28 -4.11 -5.84
H -9.62 -1.53 -4.09
H 1.50 4.21 9.70
H -0.34 6.81 9.66
H -10.38 -3.60 -5.57
H -5.62 -3.35 -4.41
H 0.37 -0.50 -1.44
H 8.73 2.47 -0.53
H 7.35 -3.62 -0.13
H 1.14 1.04 2.96
H 2.42 -4.54 -11.78
H -9.72 -2.82 -6.88
H 0.27 5.00 7.87
H -2.16 -4.68 5.83
H 7.11 -2.75 -1.67
H 7.13 2.36 0.16
H -4.75 8.10 -0.49
H 0.22 8.96 0.41
H -3.67 5.98 1.19
H -1.80 6.81 1.35
H 8.06 0.47 1.67
H -7.87 -3.11 -3.42
H -3.35 11.47 -0.88
H -9.57 -0.74 -5.56
H 7.72 -1.65 1.14
H -11.20 -2.10 -6.18
H 0.38 3.48 12.46
H -6.40 0.37 -3.39
H -4.11 10.72 0.53
H 2.73 -2.73 -9.87
H -3.58 6.89 -1.00
H -6.42 -4.98 -4.29
H -5.34 6.10 0.47
H 9.97 0.83 -2.07
H -0.95 -5.78 2.21
H -0.06 -4.80 7.32
H -0.52 8.96 2.07
H 1.60 -7.00 -12.00
H 1.52 -5.63 5.21
H -6.25 -1.37 -3.03
H -1.24 -3.87 4.60
H 7.54 1.14 -1.96
H 0.29 -3.56 -9.70
H 3.25 -6.60 -11.91
H -2.55 9.10 -1.66
H 0.57 -4.07 -8.01
H 2.67 1.84 2.65
H 9.02 -1.90 -0.05
H 1.12 -8.03 4.62
H -2.50 -6.72 4.75
H 7.30 -0.55 -2.32
H 2.34 -7.14 3.72
H 0.59 -2.44 -8.38
H -3.67 3.23 10.36
H 4.45 -4.01 -10.51
H 1.08 2.34 11.29
H -1.25 -7.65 3.96
H 2.11 -0.66 -1.29
H -6.06 -1.05 -5.46
H 6.04 -4.85 -9.06
H 0.79 -3.87 6.20
*
```

The calculation puts the HOMO energy at -7.98 eV. For the electronic energy, the calculation gives -54490.31761 eV. For the relative energy (zero: lowest compared OMol25 entry of this formula, charge and spin), the calculation gives 23.2 kcal per mole. The lowest unoccupied orbital energy comes out at 0.39 eV.

Atom charges from the Löwdin analysis, given in e for atoms 1 to 6: O 0.0085; N -0.1835; N -0.1901; N -0.1945; N -0.1860; N -0.1755

***

2.
Computed, not measured: a 2-piece molecular cluster, C9H13N3 overall in a non-equilibrium geometry, with the ωB97M-V functional and the def2-TZVPD basis.

```
! wB97M-V def2-TZVPD RIJCOSX def2/J DEFGRID3
* xyz 0 1
N 1.46 -0.73 0.54
N -1.81 -0.25 1.73
N -1.20 -0.75 -0.61
C -0.57 -0.88 -2.68
C 2.01 -0.56 -0.61
C -1.10 -0.44 0.73
C -1.65 0.01 -2.60
C 0.96 0.28 2.69
C 0.82 0.28 1.23
C -0.31 -1.42 -1.43
C 0.88 1.69 0.71
C -2.04 0.01 -1.31
H 1.76 0.92 3.05
H 2.47 -1.35 -1.12
H -0.10 2.04 0.61
H 2.03 0.43 -1.16
H -2.23 0.34 -3.37
H -2.61 0.71 -0.67
H -0.28 -1.30 -3.57
H 1.25 -0.72 3.02
H -2.81 -0.55 1.70
H 1.53 2.23 1.44
H 0.27 -2.22 -1.16
H 1.33 1.69 -0.28
H -0.07 0.52 3.12
*
```

The calculation puts the HOMO energy at -7.91 eV. For the electronic energy, the calculation gives -14009.47294 eV. For the relative energy (zero: lowest compared OMol25 entry of this formula, charge and spin), the calculation gives 86.2 kcal per mole. The lowest unoccupied orbital energy comes out at 0.80 eV.

Atom charges from the Löwdin analysis, given in e for atoms 1 to 6: N -0.0078; N 0.1473; N -0.0599; C -0.0740; C -0.0463; C -0.1824

***

3.
Computed, not measured: a 2-piece molecular cluster, C3H3N3O2 overall in a non-equilibrium geometry, with the ωB97M-V functional and the def2-TZVPD basis.

```
! wB97M-V def2-TZVPD RIJCOSX def2/J DEFGRID3
* xyz 0 1
O -2.49 -0.01 -0.03
O 0.80 1.20 -0.11
N -0.53 -1.23 -0.18
N 0.73 -1.24 -0.17
N 2.75 0.01 0.08
C 1.49 -0.03 0.00
C -0.53 1.18 -0.07
C -1.12 -0.01 -0.03
H 3.00 -0.96 0.01
H -2.98 -0.96 0.80
H -1.11 2.05 -0.31
*
```

The calculation puts the HOMO energy at -9.02 eV. For the electronic energy, the calculation gives -11720.08081 eV. For the relative energy (zero: lowest compared OMol25 entry of this formula, charge and spin), the calculation gives 135.5 kcal per mole. The lowest unoccupied orbital energy comes out at -0.97 eV.

Atom charges from the Löwdin analysis, given in e for atoms 1 to 6: O -0.0869; O 0.0650; N 0.1118; N 0.0914; N 0.1679; C -0.3987

***

4.
Computed, not measured: one molecule with the formula C21H25NO6, with the ωB97M-V functional and the def2-TZVPD basis.

```
! wB97M-V def2-TZVPD RIJCOSX def2/J DEFGRID3
* xyz 0 1
O 6.07 0.11 -0.25
O 3.19 1.35 -1.45
O -4.90 2.41 0.13
O -3.32 1.36 1.91
O 3.52 1.08 0.78
O -0.57 -2.89 2.13
N 1.09 -0.46 -1.38
C 4.67 1.90 0.73
C -0.84 -1.95 -1.99
C 1.34 -0.88 0.81
C -5.78 3.02 -0.78
C 1.82 -0.14 -0.26
C -2.87 -1.10 -0.80
C 5.94 1.04 0.79
C 2.90 0.82 -0.39
C 6.32 0.66 -1.52
C -2.74 -0.48 0.43
C 1.82 -0.87 2.21
C -2.45 0.86 2.89
C -0.63 -2.59 0.95
C -4.27 1.27 -0.24
C -3.71 -0.53 -1.74
C -2.09 -2.35 -1.17
C 0.27 -1.66 0.28
C 0.15 -1.36 -1.07
C -1.67 -3.20 0.03
C -3.41 0.69 0.73
C -4.40 0.64 -1.46
H -2.52 1.56 3.73
H -2.75 -0.14 3.23
H -2.74 -2.96 -1.81
H -0.43 -2.85 -2.46
H 6.60 -0.17 -2.16
H -1.24 -4.13 -0.34
H 5.92 0.44 1.70
H 1.27 -0.03 -2.28
H 1.23 -1.55 2.81
H -1.11 -1.25 -2.78
H 4.64 2.56 1.60
H 1.75 0.14 2.63
H -6.61 2.35 -1.04
H 6.81 1.72 0.82
H -1.42 0.82 2.54
H -5.05 1.05 -2.22
H 2.87 -1.16 2.25
H -2.10 -0.91 1.18
H 5.43 1.15 -1.94
H 7.15 1.38 -1.48
H -2.54 -3.47 0.63
H -6.17 3.90 -0.28
H -3.83 -1.00 -2.71
H -5.26 3.33 -1.70
H 4.65 2.50 -0.19
*
```

The calculation puts the HOMO energy at -7.99 eV. For the electronic energy, the calculation gives -35957.59501 eV. For the relative energy (zero: lowest compared OMol25 entry of this formula, charge and spin), the calculation gives 61.7 kcal per mole. The lowest unoccupied orbital energy comes out at 0.64 eV.

Atom charges from the Löwdin analysis, given in e for atoms 1 to 6: O -0.1747; O 0.0835; O -0.0647; O -0.0576; O 0.0163; O 0.0792

***

5.
Computed, not measured: a 14-piece molecular cluster, C31H84O31 overall in a non-equilibrium geometry, with the ωB97M-V functional and the def2-TZVPD basis.

```
! wB97M-V def2-TZVPD RIJCOSX def2/J DEFGRID3
* xyz 0 1
O 9.04 13.14 14.41
O 13.97 5.68 13.03
O 11.01 16.61 16.52
O 12.85 10.29 12.43
O 10.78 11.86 16.49
O 9.88 8.37 18.71
O 6.36 13.98 14.49
O 16.43 16.22 17.85
O 11.51 12.58 19.27
O 9.95 10.83 12.32
O 13.99 16.35 15.88
O 12.75 6.44 14.64
O 7.78 6.59 15.63
O 7.53 13.17 17.73
O 8.03 10.39 18.88
O 12.11 10.09 18.12
O 15.55 10.78 16.53
O 6.03 11.62 16.08
O 10.76 7.77 10.47
O 14.58 7.65 13.94
O 11.98 12.26 10.68
O 14.43 14.03 14.64
O 10.61 15.80 18.64
O 8.96 16.71 17.45
O 16.38 7.26 16.30
O 14.79 13.46 17.66
O 12.96 7.85 10.61
O 8.38 10.25 15.85
O 8.56 13.65 20.38
O 11.83 8.73 8.85
O 15.91 11.87 13.85
C 13.06 8.84 8.05
C 10.62 12.58 10.76
C 10.27 16.35 17.43
C 7.62 7.94 16.04
C 13.76 10.70 13.47
C 5.05 12.15 15.20
C 9.40 8.69 20.05
C 11.94 8.12 10.03
C 13.83 6.70 13.87
C 7.75 14.64 19.75
C 11.96 15.44 18.80
C 9.75 11.45 11.04
C 6.89 13.96 18.67
C 13.10 10.95 18.66
C 16.61 14.87 18.37
C 14.86 15.12 13.90
C 15.20 5.83 12.26
C 12.54 11.82 19.78
C 14.10 16.28 14.43
C 15.36 9.39 16.56
C 8.85 10.06 19.97
C 15.29 14.15 18.80
C 15.12 11.09 12.91
C 11.13 12.94 15.68
C 10.03 13.86 15.17
C 10.76 7.15 11.77
C 16.69 8.60 16.50
C 5.65 12.78 13.99
C 12.27 7.51 15.41
C 8.47 17.17 16.15
C 8.26 9.04 15.12
H 10.28 12.98 9.84
H 14.44 17.22 14.01
H 6.54 12.36 16.43
H 16.01 7.30 15.35
H 17.36 14.93 19.18
H 4.36 11.29 14.99
H 15.02 11.56 11.99
H 8.40 9.96 18.09
H 15.45 13.56 19.73
H 12.92 7.80 16.17
H 6.38 12.23 13.40
H 10.58 14.60 14.56
H 9.47 14.01 20.45
H 8.71 11.74 10.96
H 10.42 13.25 11.60
H 12.14 8.35 14.79
H 12.14 11.25 20.56
H 9.81 6.79 11.95
H 8.24 10.32 20.87
H 9.48 12.42 13.84
H 12.25 11.66 11.39
H 15.82 6.62 12.59
H 11.16 12.02 18.57
H 13.53 11.57 17.91
H 9.34 8.73 14.90
H 13.37 12.49 20.17
H 15.96 15.23 13.85
H 9.97 11.44 16.25
H 13.12 16.13 14.05
H 6.58 8.18 16.15
H 4.49 12.99 15.67
H 11.91 13.54 16.27
H 13.69 8.00 8.07
H 7.88 12.32 18.19
H 8.15 8.01 17.02
H 13.84 10.29 19.09
H 14.84 6.11 11.29
H 12.00 14.44 19.31
H 8.52 8.00 20.18
H 9.44 14.23 16.03
H 7.16 5.97 16.01
H 7.31 13.64 14.41
H 6.21 13.30 19.22
H 7.73 9.31 14.18
H 13.15 9.49 11.92
H 17.27 8.73 17.40
H 12.38 15.19 17.82
H 7.08 15.01 20.53
H 9.16 16.76 15.45
H 14.49 14.96 12.91
H 15.16 12.57 17.51
H 14.61 14.93 19.07
H 11.69 10.52 17.36
H 8.40 15.46 19.49
H 11.82 12.63 14.90
H 6.44 14.74 18.07
H 14.35 14.23 15.59
H 7.47 16.76 15.97
H 14.79 9.10 17.46
H 12.52 16.17 19.40
H 9.96 10.69 10.30
H 15.80 4.94 12.31
H 8.49 18.25 16.15
H 9.77 10.78 20.07
H 14.94 9.07 15.61
H 10.18 8.56 20.79
H 13.67 9.70 8.46
H 15.80 16.16 17.04
H 13.07 16.65 16.06
H 15.35 12.57 14.20
H 7.47 10.63 15.98
H 12.62 9.23 7.09
H 4.82 13.12 13.37
H 11.19 7.78 12.51
H 11.40 6.26 11.75
H 15.64 10.20 12.56
H 11.35 7.15 15.94
H 13.82 10.01 14.28
H 10.77 10.25 12.32
H 13.25 11.67 13.79
H 17.25 9.02 15.72
H 10.73 8.80 18.63
H 17.12 14.17 17.65
H 15.90 10.98 15.62
*
```

The calculation puts the HOMO energy at -9.56 eV. For the electronic energy, the calculation gives -96976.22075 eV. The lowest unoccupied orbital energy comes out at 0.46 eV.

Atom charges from the Löwdin analysis, given in e for atoms 1 to 6: O -0.1014; O 0.0372; O 0.0965; O -0.1124; O -0.0542; O -0.0885

***

6.
Computed, not measured: C2H2KO2 as an isolated structure in a non-equilibrium geometry, with the ωB97M-V functional and the def2-TZVPD basis.

```
! wB97M-V def2-TZVPD RIJCOSX def2/J DEFGRID3
* xyz 0 2
K 2.26 0.87 -0.10
O 0.25 -0.35 1.35
O -1.77 -1.48 -1.27
C -0.42 -0.10 0.16
C -1.41 -1.05 -0.15
H -0.16 -1.01 1.93
H -2.24 -0.66 0.57
*
```

The calculation puts the HOMO energy (alpha / beta) at -5.61 / -7.01 eV. For the electronic energy, the calculation gives -22522.21606 eV. For the relative energy (zero: lowest compared OMol25 entry of this formula, charge and spin), the calculation gives 38.9 kcal per mole. The lowest unoccupied orbital energy (alpha / beta) comes out at -1.02 / -1.11 eV.

Atom charges from the Löwdin analysis, given in e for atoms 1 to 6: K 0.8679; O -0.2298; O -0.0951; C -0.2799; C -0.4585; H 0.0771